Density functional theory data (the ωB97M-V functional and the def2-TZVPD basis) for C3H5PS in the gas phase.

Positions of all 10 atoms, in Å:
C (0.095, 0.331, 0.037)
C (0.598, -0.063, -1.087)
C (0.776, -1.057, 0.039)
P (-1.055, 1.480, 0.784)
S (-0.320, -2.450, 0.201)
H (-1.433, -1.578, 0.061)
H (0.585, 0.058, -2.067)
H (1.745, -1.246, 0.623)
H (-0.851, 2.470, -0.096)
H (-0.140, 2.056, 1.505)

ΔE to the lowest compared entry with this formula, charge and spin: 116.5 kcal/mol
2S+1: 3
Orbital gap (spin up / spin down): 4.83 / 5.58 eV
Electronic energy: -23307.57064 eV
E_HOMO (spin up / spin down): -4.158 / -8.804 eV
Largest force on an atom: 4.16 eV/A

***

Density functional theory data (the ωB97M-V functional and the def2-TZVPD basis) for 2 unconnected molecules or ions with the total composition CH2P2S.

Positions of all 6 atoms, in Å:
C (1.053, 0.735, 0.019)
P (0.647, -0.813, -0.071)
P (-2.114, 0.800, -0.070)
S (-2.321, -1.104, 0.021)
H (0.989, 1.699, -0.383)
H (1.747, -1.318, 0.484)

ΔE to the lowest compared entry with this formula, charge and spin: 73.4 kcal/mol
Orbital gap (spin up / spin down): 6.67 / 6.05 eV
Electronic energy: -30477.21504 eV
E_HOMO (spin up / spin down): -8.067 / -7.678 eV
Largest force on an atom: 2.54 eV/A

***

Density functional theory data (the ωB97M-V functional and the def2-TZVPD basis) for 13 unconnected molecules or ions with the total composition C6H40N2O12.

Positions of all 60 atoms, in Å:
C (-2.213, -0.228, 1.900)
C (-3.299, -1.256, 2.153)
C (-2.136, 0.213, 0.419)
N (-0.988, 1.096, 0.033)
C (-1.158, 1.771, -1.266)
C (0.286, 0.379, 0.074)
C (1.487, 1.316, 0.469)
N (2.653, 0.752, -0.233)
H (-2.167, 0.706, 2.506)
H (-1.249, -0.715, 2.094)
H (-3.338, -2.086, 1.362)
H (-4.305, -0.848, 2.129)
H (-3.110, -1.974, 2.999)
H (-2.251, -0.525, -0.391)
H (-3.109, 0.777, 0.349)
H (-0.946, 2.822, -0.994)
H (-0.376, 1.474, -1.918)
H (-2.125, 1.688, -1.695)
H (0.337, -0.437, 0.858)
H (0.483, -0.069, -0.944)
H (1.764, 1.261, 1.569)
H (1.103, 2.330, 0.387)
H (2.450, 0.525, -1.212)
H (3.453, 1.334, -0.021)
H (1.574, -0.691, -3.356)
H (1.196, 0.651, -2.821)
O (0.805, -0.104, -3.282)
H (1.984, -2.876, -1.013)
H (2.439, -3.506, -2.342)
O (2.802, -3.091, -1.551)
H (0.196, 1.878, 3.246)
H (-0.497, 2.223, 1.801)
O (-0.160, 2.532, 2.637)
H (-2.108, -2.054, -3.319)
H (-0.805, -1.424, -2.582)
O (-1.433, -2.159, -2.638)
H (-2.302, 4.224, 2.103)
H (-1.778, 3.103, 2.965)
O (-2.236, 3.972, 3.031)
H (0.407, -3.043, 0.725)
H (1.801, -2.145, 0.892)
O (1.335, -2.897, 0.488)
H (3.577, 3.112, -1.892)
H (2.344, 3.748, -2.472)
O (2.692, 2.881, -2.195)
H (3.274, -1.525, -1.975)
H (4.168, -0.630, -2.973)
O (3.389, -0.635, -2.412)
H (-3.708, 2.395, -1.086)
H (-4.668, 1.412, -0.655)
O (-4.368, 1.818, -1.505)
H (-0.971, -3.791, -1.001)
H (-1.465, -2.492, -0.771)
O (-1.204, -3.246, -0.235)
H (1.432, -1.111, 2.700)
H (0.173, -1.503, 3.434)
O (0.651, -0.719, 3.135)
H (3.520, -2.310, 1.656)
H (3.496, -0.905, 0.926)
O (3.207, -1.399, 1.714)

ΔE to the lowest compared entry with this formula, charge and spin: 39.7 kcal/mol
2S+1: 2
Orbital gap (spin up / spin down): 10.28 / 5.43 eV
Electronic energy: -34411.91269 eV
E_HOMO (spin up / spin down): -12.948 / -12.944 eV
Total charge: +1
Largest force on an atom: 4.39 eV/A

***

Density functional theory data (the ωB97M-V functional and the def2-TZVPD basis) for 2 unconnected molecules or ions with the total composition C26H34BrN2O7.

Positions of all 70 atoms, in Å:
C (2.861, -2.239, -0.518)
C (1.852, -1.137, -0.511)
O (0.889, -1.506, 0.491)
C (-0.147, -0.633, 0.525)
C (-0.893, -0.830, 1.733)
C (-2.222, -0.319, 1.876)
O (-3.021, -0.829, 2.685)
C (-2.719, 0.864, 1.050)
C (-3.432, 0.423, -0.225)
C (-4.755, -0.339, -0.020)
C (-4.782, -1.776, -0.581)
C (-4.734, -2.922, 0.451)
C (-3.759, -4.062, 0.106)
C (-2.291, -3.708, 0.389)
C (-1.931, -3.755, 1.879)
C (-0.492, -3.337, 2.198)
C (-0.378, -1.868, 2.684)
O (-0.342, 0.176, -0.385)
H (3.520, -2.081, -1.364)
H (3.442, -2.195, 0.402)
H (2.351, -3.198, -0.615)
H (2.285, -0.177, -0.206)
H (1.371, -1.050, -1.497)
H (-3.397, 1.450, 1.678)
H (-1.847, 1.462, 0.774)
H (-3.631, 1.340, -0.795)
H (-2.723, -0.152, -0.839)
H (-5.035, -0.324, 1.042)
H (-5.535, 0.228, -0.549)
H (-5.728, -1.879, -1.136)
H (-3.976, -1.894, -1.320)
H (-4.492, -2.519, 1.443)
H (-5.741, -3.355, 0.522)
H (-4.022, -4.945, 0.702)
H (-3.865, -4.337, -0.951)
H (-1.631, -4.422, -0.131)
H (-2.059, -2.720, -0.045)
H (-2.630, -3.127, 2.454)
H (-2.078, -4.790, 2.225)
H (-0.123, -3.973, 3.016)
H (0.151, -3.489, 1.324)
H (0.672, -1.643, 2.916)
H (-0.985, -1.810, 3.591)
C (1.899, 3.999, 3.463)
C (2.986, 4.064, 2.436)
O (2.473, 3.272, 1.302)
C (3.329, 3.362, 0.273)
O (4.424, 3.907, 0.340)
N (2.793, 2.764, -0.867)
C (3.499, 2.728, -2.079)
C (4.754, 3.259, -2.350)
C (5.239, 3.193, -3.662)
C (4.447, 2.584, -4.660)
C (3.186, 2.042, -4.349)
Br (2.032, 1.316, -5.658)
C (2.690, 2.123, -3.044)
C (1.451, 1.745, -2.327)
N (0.348, 0.969, -2.833)
O (0.563, -0.234, -3.062)
O (-0.751, 1.520, -3.045)
C (1.551, 2.119, -1.016)
H (2.245, 4.469, 4.383)
H (1.019, 4.541, 3.103)
H (1.605, 2.968, 3.690)
H (3.163, 5.086, 2.072)
H (3.930, 3.630, 2.793)
H (5.315, 3.693, -1.533)
H (6.220, 3.594, -3.901)
H (4.805, 2.561, -5.695)
H (0.790, 2.125, -0.244)

ΔE to the lowest compared entry with this formula, charge and spin: 0.0 kcal/mol
Orbital gap: 5.78 eV
Electronic energy: -114868.06326 eV
E_HOMO: -3.507 eV
Total charge: -1
Largest force on an atom: 3.00 eV/A

***

Density functional theory data (the ωB97M-V functional and the def2-TZVPD basis) for a molecular structure, C5H14N2.

Positions of all 21 atoms, in Å:
C (-3.855, -0.410, -1.155)
N (-0.472, 0.013, -0.795)
C (-0.606, -0.781, 1.946)
C (0.340, 0.310, 1.541)
C (0.566, 0.384, -0.015)
C (1.802, 0.910, -0.686)
N (2.855, -0.098, -0.888)
H (-4.405, -1.185, -1.685)
H (-4.305, 0.550, -1.379)
H (-3.936, -0.609, -0.083)
H (-2.792, -0.447, -1.363)
H (-1.424, -0.893, 1.244)
H (-0.922, -0.561, 2.969)
H (-0.163, -1.777, 2.054)
H (-0.027, 1.303, 1.808)
H (1.369, 0.270, 1.914)
H (0.441, -0.730, -0.641)
H (1.441, 1.297, -1.634)
H (2.331, 1.737, -0.197)
H (2.556, -1.049, -0.733)
H (3.734, 0.106, -0.445)

ΔE to the lowest compared entry with this formula, charge and spin: 103.8 kcal/mol
Orbital gap: 8.65 eV
Electronic energy: -8388.11963 eV
E_HOMO: -8.103 eV
Largest force on an atom: 3.31 eV/A